Molecular formula: C42H71N11O14
Method: DFT, ωB97M-V with the def2-TZVPD basis set

```
138
Properties=species:S:1:pos:R:3:forces:R:3:mulliken_charge:R:1
O -5.05255 3.26196 -0.07153 -0.39 0.18 0.61 -0.569
N -5.82711 2.93655 0.81065 -0.39 -1.02 0.37 0.958
O -6.39252 1.83984 0.87037 0.47 1.29 -0.06 -0.559
C -6.08253 3.86774 1.93785 1.88 3.20 1.46 0.046
C -5.24366 5.00921 2.18959 -0.87 0.41 0.82 -0.310
C -5.50306 5.89101 3.32299 0.20 -1.70 -2.08 -0.460
C -6.50876 5.60553 4.23128 1.19 0.28 -0.84 -0.311
C -7.29017 4.50043 3.98309 -0.78 0.19 0.19 -0.537
C -7.09161 3.71065 2.86623 -0.55 -1.75 -0.84 -0.220
H -4.42031 5.26626 1.53965 -0.03 -0.12 -0.17 0.415
H -4.97480 6.82433 3.45051 0.48 -0.20 -0.21 0.386
H -6.55451 6.29755 5.05918 -0.69 -0.28 0.26 0.388
H -8.14811 4.34131 4.61951 0.00 -0.43 0.03 0.355
H -7.70934 2.85601 2.63300 -0.48 -0.05 0.47 0.418
O 0.27003 -1.82995 7.41563 1.44 -0.34 0.48 -0.559
N 1.48525 -2.05038 7.44727 -0.34 0.53 -0.34 0.955
O 2.25521 -1.87275 8.37318 -0.89 0.07 0.20 -0.559
C 2.11101 -2.50513 6.21926 1.10 -1.65 -2.06 0.028
C 1.37345 -3.14995 5.22409 -0.12 -0.25 -1.60 -0.289
C 1.96301 -3.59174 3.99334 0.27 0.59 1.51 -0.472
C 3.34644 -3.50469 3.83370 -1.03 -0.05 -0.64 -0.451
C 4.07944 -2.95439 4.83519 0.70 0.97 2.23 -0.418
C 3.50693 -2.46928 6.01890 -0.80 0.21 0.23 -0.318
H 0.31410 -3.34307 5.30699 -0.10 0.33 0.33 0.458
H 1.36215 -3.97765 3.18313 -0.23 -0.14 0.22 0.422
H 3.85589 -3.81832 2.93454 -0.20 -0.16 -0.15 0.429
H 5.15480 -2.85644 4.81520 0.11 -0.16 -0.41 0.362
H 4.12979 -2.05682 6.79885 0.06 0.06 -0.04 0.412
O -8.41544 -2.30661 -3.58931 1.30 -0.31 -0.36 -0.539
N -7.30961 -2.51407 -3.09887 -0.92 0.19 1.37 0.865
O -7.16943 -2.74826 -1.88759 0.49 0.20 -1.76 -0.535
C -6.09359 -2.40040 -3.94085 1.95 0.16 -1.35 0.159
C -4.88053 -1.97318 -3.36637 -1.37 0.42 0.36 -0.195
C -3.73697 -1.68665 -4.11731 -0.81 -1.56 -1.53 -0.767
C -3.75446 -2.00094 -5.51852 -0.69 -0.07 1.49 -0.443
C -4.95184 -2.47307 -6.11402 1.88 0.89 0.88 -0.523
C -6.06289 -2.63094 -5.33310 -2.12 0.24 0.66 -0.179
H -4.98595 -1.74814 -2.31535 0.60 -0.04 0.23 0.450
H -2.82716 -1.40312 -3.60908 0.01 0.25 -0.13 0.516
H -2.83745 -1.90400 -6.08074 -0.04 0.15 -0.16 0.452
H -5.02235 -2.63185 -7.17996 0.08 -0.11 0.01 0.380
H -6.97639 -2.80791 -5.88140 -0.32 -0.40 0.32 0.355
C 8.28406 -3.27530 -2.27070 -0.61 0.45 -1.03 -0.918
N 7.08504 -2.44350 -2.66317 1.62 0.54 0.60 0.126
C 5.80982 -3.03714 -2.45406 0.24 -1.01 -0.48 -0.896
C 7.18944 -1.20108 -3.13000 3.56 2.42 0.24 0.189
O 8.28425 -0.57562 -3.20574 -2.27 -1.38 -0.12 -0.657
H 8.23100 -3.63623 -1.24356 -0.20 0.25 0.01 0.308
H 9.24203 -2.79232 -2.46335 -0.47 0.67 0.28 0.304
H 8.34360 -4.13602 -2.93681 -0.45 -0.28 0.04 0.343
H 4.96174 -2.46674 -2.83290 0.33 0.21 -0.05 0.326
H 5.96486 -3.91829 -3.07666 -1.29 -0.82 0.55 0.322
H 5.67611 -3.22346 -1.38846 -0.25 -0.44 -0.08 0.247
H 6.27566 -0.65040 -3.40195 -0.22 -0.60 0.06 0.308
C 0.90008 4.66043 4.34333 -0.08 0.64 2.19 -0.809
N 0.34568 4.10260 5.65834 0.02 -0.49 -3.54 0.112
C -0.74605 3.16458 5.46453 0.65 -0.70 1.22 -0.972
C 0.69773 4.55038 6.85711 -0.95 1.53 2.12 0.180
O 0.17234 4.28459 7.94691 0.69 -0.36 -1.57 -0.610
H 1.76369 5.27034 4.60842 0.04 0.00 -0.03 0.279
H 0.15958 5.33707 3.91683 -0.14 -0.14 -0.11 0.342
H 1.24085 3.95853 3.58220 -0.31 -0.54 0.50 0.247
H -1.61822 3.59835 4.97538 0.14 0.03 -0.13 0.332
H -0.35464 2.27562 4.96991 -0.23 0.10 -0.55 0.309
H -1.00687 2.79040 6.45451 -0.35 0.25 0.03 0.318
H 1.38778 5.40685 6.80719 0.53 -0.34 -0.14 0.268
C -6.40020 -2.32272 4.69676 0.14 -0.33 0.50 -0.915
N -5.55845 -3.29473 5.39230 -0.36 0.34 0.32 0.110
C -4.42661 -2.78479 6.14557 -0.04 1.10 0.39 -0.906
C -5.68204 -4.58072 5.01027 2.03 -0.99 0.37 0.180
O -4.82653 -5.44806 5.22458 -1.59 0.88 -0.25 -0.598
H -5.90727 -1.97758 3.78792 0.00 0.27 -0.02 0.338
H -6.63245 -1.49139 5.36238 0.04 0.05 -0.12 0.292
H -7.33051 -2.81896 4.42040 0.00 0.15 -0.04 0.296
H -4.72255 -2.07439 6.91749 -0.87 0.06 0.08 0.327
H -3.84138 -3.47772 6.75010 -0.06 -0.55 -0.97 0.321
H -3.84610 -2.11606 5.51003 0.65 -0.51 -0.26 0.302
H -6.61897 -4.71993 4.44903 0.09 -0.46 -0.01 0.255
C 3.04232 6.08514 -4.75566 -0.90 1.17 -1.54 -1.036
N 3.70919 5.40985 -3.73127 -0.22 -0.73 0.46 0.075
C 4.10433 6.26306 -2.64238 0.88 -0.29 1.18 -0.947
C 3.70373 4.03708 -3.74635 0.74 1.20 1.67 0.298
O 4.11230 3.35274 -2.81790 -0.56 0.14 -1.28 -0.649
H 3.64416 6.91476 -5.12666 0.00 0.15 -0.07 0.352
H 2.09274 6.48518 -4.40019 -0.17 0.25 0.01 0.358
H 2.79980 5.46779 -5.62063 0.19 -0.25 0.09 0.322
H 5.14102 6.56998 -2.78079 0.19 -0.11 0.20 0.296
H 3.56407 7.19794 -2.49328 -0.59 -0.17 -0.79 0.350
H 3.99060 5.76102 -1.68158 0.32 -0.34 -0.12 0.319
H 3.28603 3.77362 -4.73038 0.11 -1.06 0.22 0.255
C 6.86449 1.55762 1.29163 0.41 -0.38 -1.27 -0.850
N 5.85940 2.02602 2.19558 -0.59 0.98 1.96 0.204
C 4.46784 1.52815 2.05758 1.04 -0.10 0.09 -0.967
C 6.18512 2.78516 3.29428 -0.85 -0.91 0.72 0.124
O 5.40482 3.13566 4.18096 0.78 -0.15 -1.29 -0.575
H 6.81477 0.47413 1.18362 -0.12 -0.09 -0.05 0.298
H 7.91203 1.77637 1.49878 -0.21 0.26 1.03 0.311
H 6.78329 2.00198 0.29964 -0.54 -0.10 -0.24 0.286
H 3.99825 2.07374 1.23910 -0.21 -0.54 -0.17 0.304
H 4.56058 0.44698 1.95477 -0.26 -0.03 -0.84 0.324
H 3.85271 1.60566 2.95407 0.52 0.72 0.18 0.268
H 7.27351 2.92381 3.38578 -0.02 0.34 -0.16 0.272
C 0.14088 -8.77373 -4.68740 -0.30 -1.38 0.72 -0.967
N 0.34096 -7.36039 -4.55043 0.68 -0.99 -0.45 0.108
C -0.70209 -6.64023 -3.88597 -0.70 0.89 -1.00 -0.892
C 1.54156 -6.86411 -4.91402 0.34 -0.32 0.04 0.193
O 2.48281 -7.52954 -5.34912 -1.12 1.04 0.42 -0.614
H 0.68796 -9.29358 -5.47390 0.14 0.74 -0.18 0.302
H -0.91238 -9.03541 -4.78874 -0.12 0.35 -0.16 0.344
H 0.45815 -9.25961 -3.76472 0.08 -0.20 0.20 0.330
H -0.44351 -5.59022 -3.74911 0.33 -0.13 0.35 0.271
H -1.53132 -6.59553 -4.59200 -0.47 -0.09 0.16 0.348
H -1.07344 -7.09025 -2.96527 0.42 -0.06 0.09 0.318
H 1.50510 -5.77596 -4.75033 0.72 0.17 -0.17 0.257
C -0.62341 1.44077 0.45159 -0.26 1.80 0.37 -0.974
N -0.62395 0.01236 0.43667 -0.79 -0.51 -0.25 0.222
C -1.80074 -0.64871 1.03956 0.00 -0.09 0.55 -1.080
C 0.28503 -0.69892 -0.24238 0.01 -3.26 -0.61 0.177
O 0.24216 -1.95199 -0.37561 0.20 2.89 0.35 -0.687
H -1.43122 1.88210 -0.13216 -0.27 -0.25 -0.13 0.358
H 0.25759 2.00063 0.13776 0.54 -1.00 -0.58 0.293
H -0.71813 1.87867 1.44525 -0.41 -0.51 0.47 0.321
H -2.75745 -0.17343 0.82300 0.31 0.80 -0.04 0.353
H -2.03415 -1.67505 0.75629 1.08 -0.02 -0.44 0.281
H -1.62807 -0.66329 2.11570 -0.30 0.07 0.13 0.352
H 1.08935 -0.10672 -0.70560 -0.10 0.06 0.15 0.388
C -0.08634 2.53131 -8.23992 0.70 -1.31 -1.27 -0.899
N 0.03151 2.08461 -6.88317 -0.38 1.24 0.73 0.225
C -0.67445 2.95928 -6.00847 -0.78 0.96 1.49 -1.071
C 0.51136 0.90358 -6.43311 -0.03 -0.17 -0.29 0.069
O 0.44164 0.49347 -5.28846 0.03 0.28 -0.52 -0.589
H 0.01146 3.60976 -8.36440 0.14 -0.11 0.34 0.280
H -1.01742 2.21675 -8.71134 -0.34 0.12 0.16 0.348
H 0.69115 2.03644 -8.82190 0.15 0.15 -0.18 0.309
H -1.75553 2.82700 -6.05146 -0.19 -0.32 -0.03 0.350
H -0.38728 2.90084 -4.95860 0.16 -0.56 -0.13 0.315
H -0.53606 4.01215 -6.25429 0.34 -0.03 -0.40 0.345
H 0.97024 0.34833 -7.26577 0.18 -0.26 0.11 0.325
```
Positions in Å, forces in eV/Å.

As for the multiplicity: 1. The calculation puts the gap between HOMO and LUMO at 8.16 eV. Its structure (SMILES) is O=[N+]([O-])c1ccccc1.O=[N+]([O-])c1ccccc1.O=[N+]([O-])c1ccccc1.CN(C)C=O.CN(C)C=O.CN(C)C=O.CN(C)C=O.CN(C)C=O.CN(C)C=O.CN(C)C=O.CN(C)C=O. For the largest force on an atom, the calculation gives 4.3 eV Å⁻¹. Its total charge is 0. As for the HOMO energy: -0.33669 Eh.